(1)
{"formula": "C31H26F3NO2", "method": "the ωB97M-V functional and the def2-TZVPD basis", "e_tot_ev": -46303.87529, "lumo_energy_ha": -0.0907, "homo_lumo_gap_ev": 4.29, "max_force_ha_per_bohr": 0.035, "species": ["C", "N", "C", "C", "C", "C", "C", "C", "C", "F", "F", "F", "C", "C", "H", "H", "H", "H", "H", "H", "H", "H", "H", "H", "H", "C", "C", "C", "C", "C", "C", "C", "C", "C", "C", "C", "C", "O", "C", "C", "C", "C", "C", "C", "C", "O", "C", "C", "H", "H", "H", "H", "H", "H", "H", "H", "H", "H", "H", "H", "H", "H", "H"], "coordinates": [[1.309684, 1.678227, 2.977948], [0.188213, 1.505803, 2.047048], [-1.133821, 1.561723, 2.668595], [0.340100, 1.506214, 0.716548], [-0.136888, 2.565064, -0.139371], [-0.939081, 3.647182, 0.319609], [-1.281668, 4.687262, -0.532405], [-0.796351, 4.688035, -1.838674], [-1.206248, 5.792030, -2.763251], [-0.263337, 6.039961, -3.721223], [-2.372047, 5.466568, -3.414719], [-1.433046, 6.963420, -2.096966], [0.027624, 3.672548, -2.319625], [0.332390, 2.611564, -1.481753], [1.257654, 0.914374, 3.761964], [2.266628, 1.604197, 2.448243], [1.225487, 2.666761, 3.458721], [-1.285851, 0.648239, 3.256806], [-1.184956, 2.432866, 3.339063], [-1.920319, 1.624905, 1.907231], [1.055550, 0.796073, 0.277094], [-1.286938, 3.675798, 1.350835], [-1.905053, 5.508820, -0.181628], [0.420346, 3.722521, -3.334946], [0.950619, 1.787926, -1.842816], [-3.983878, -1.117695, -0.356186], [-3.547626, -1.162906, 0.971794], [-2.182860, -1.167920, 1.265740], [-1.233525, -1.123377, 0.220316], [0.168571, -1.481185, 0.389158], [0.874008, -1.417902, 1.675578], [2.378889, -1.272836, 1.726625], [3.112153, -0.643505, 0.712837], [4.486301, -0.435542, 0.838987], [5.147250, -0.847769, 1.998973], [4.422615, -1.462675, 3.028555], [3.046922, -1.651630, 2.903763], [0.269631, -1.432279, 2.765167], [0.802563, -2.305389, -0.659198], [-0.051751, -3.190975, -1.551609], [-1.156279, -3.906308, -1.082997], [-1.830855, -4.789443, -1.930728], [-1.386989, -4.979859, -3.245151], [-0.274122, -4.267363, -3.711876], [0.405835, -3.400670, -2.859685], [2.017951, -2.330342, -0.890876], [-1.703698, -0.776413, -1.072275], [-3.059324, -0.834132, -1.368453], [-5.038917, -1.267214, -0.601460], [-4.266591, -1.233948, 1.789250], [-1.816259, -1.284217, 2.284675], [2.626971, -0.291693, -0.191560], [5.020056, 0.044239, 0.015630], [6.220892, -0.683194, 2.104774], [4.928661, -1.796485, 3.933975], [2.464957, -2.077777, 3.721114], [-1.495003, -3.745447, -0.058171], [-2.706987, -5.321298, -1.559065], [-1.901852, -5.681928, -3.903930], [0.075619, -4.377890, -4.739408], [1.302667, -2.875757, -3.195262], [-0.974386, -0.499805, -1.836411], [-3.390298, -0.677556, -2.394939]], "forces_ev_per_angstrom": [[0.35, -1.09, 0.12], [-0.51, 0.14, -0.79], [-0.29, 0.83, 0.14], [1.18, 0.32, 1.16], [-1.36, 0.42, -1.09], [0.20, -0.35, -0.08], [0.19, -0.23, 0.15], [0.12, -0.11, 0.02], [-0.43, 0.83, -0.81], [-0.87, -0.17, 0.81], [1.07, 0.39, 0.54], [0.18, -0.95, -0.63], [-0.10, 0.02, 0.21], [-0.11, -0.51, 0.60], [0.09, 0.06, -0.21], [-0.28, -0.05, 0.13], [-0.12, -0.16, -0.40], [0.22, 0.20, -0.22], [-0.09, -0.17, -0.10], [0.26, -0.15, 0.22], [0.38, 0.66, 0.44], [0.09, -0.02, -0.32], [0.18, -0.24, -0.09], [-0.14, -0.09, 0.31], [-0.12, 0.22, 0.08], [-0.10, 0.24, -0.04], [0.19, 0.00, -0.17], [-0.14, -0.16, -0.29], [-0.74, -0.05, 0.25], [1.29, -0.07, 0.17], [-0.70, -0.17, -0.30], [0.25, 0.16, 0.22], [0.26, 0.17, 0.27], [-0.16, -0.02, 0.22], [-0.18, -0.09, -0.01], [-0.02, 0.13, -0.18], [-0.01, 0.10, -0.32], [0.33, 0.48, -0.28], [0.44, 0.74, -0.45], [0.22, -0.35, -0.02], [-0.06, 0.13, -0.26], [0.24, 0.07, -0.07], [0.08, 0.23, 0.13], [-0.09, -0.02, 0.19], [-0.25, 0.01, 0.07], [-0.67, -0.42, 0.04], [0.01, -0.10, 0.40], [-0.02, -0.03, 0.20], [0.34, 0.23, 0.12], [0.13, -0.10, -0.24], [-0.23, -0.18, -0.35], [0.04, -0.23, 0.17], [-0.06, -0.13, 0.34], [-0.29, -0.09, -0.03], [-0.08, 0.13, -0.21], [0.14, 0.01, -0.27], [0.02, -0.10, -0.28], [0.25, 0.06, -0.12], [0.11, 0.25, 0.19], [-0.14, -0.11, 0.27], [-0.30, -0.15, 0.13], [-0.20, -0.34, 0.06], [0.02, -0.03, 0.24]]}

***

(2)
{"formula": "C31H23N4OS5Y", "method": "the ωB97M-V functional and the def2-TZVPD basis", "e_tot_ev": -95746.93058, "total_charge": -2, "lumo_energy_ha": [0.1487, 0.1486], "e_above_lowest_kj_mol": 0.0, "homo_lumo_gap_ev": [4.10, 5.58], "max_force_ha_per_bohr": 0.067, "species": ["Y", "S", "C", "S", "C", "C", "S", "S", "S", "C", "C", "C", "C", "C", "C", "C", "C", "C", "C", "C", "C", "C", "C", "C", "N", "H", "H", "H", "H", "H", "H", "H", "H", "H", "H", "C", "O", "C", "C", "H", "H", "H", "H", "H", "H", "N", "C", "C", "C", "C", "C", "C", "C", "N", "C", "C", "N", "C", "H", "H", "H", "H", "H", "H", "H"], "coordinates": [[-0.030346, -0.545994, 1.172752], [-1.544592, 5.241460, 5.398560], [-1.341201, 3.998963, 4.320703], [-2.390653, 2.602118, 4.180165], [-1.324302, 1.572948, 3.332628], [-0.072737, 2.101640, 2.976239], [1.430165, 1.323006, 2.441834], [-0.034832, 3.891629, 3.159604], [-1.926914, -0.060857, 2.996572], [-2.439668, -4.129173, -0.862545], [-1.620879, -5.216909, -0.534057], [-0.623405, -5.106044, 0.384637], [-0.334599, -3.788999, 0.882249], [-1.024391, -2.672375, 0.364151], [-2.097562, -2.862508, -0.432933], [0.794150, -3.584408, 1.795416], [1.776209, -4.634149, 2.075688], [2.701436, -4.448601, 3.057871], [2.573861, -3.332831, 3.868765], [3.277341, -3.214947, 5.059353], [3.127105, -2.115087, 5.905486], [2.281089, -1.054505, 5.522791], [1.505295, -1.209306, 4.366095], [1.662088, -2.300255, 3.504299], [0.952060, -2.367485, 2.332756], [-3.187423, -4.289148, -1.666990], [-1.792670, -6.167702, -1.049262], [-0.065049, -5.971196, 0.806233], [-2.659072, -1.978015, -0.727850], [1.799279, -5.549504, 1.448497], [3.564637, -5.143774, 3.265803], [3.886232, -4.091859, 5.350573], [3.665723, -2.061565, 6.872358], [2.288254, -0.132117, 6.113807], [0.679100, -0.446475, 4.296739], [3.090559, 0.593931, -2.955878], [1.955470, 1.328130, -2.441945], [0.747557, 0.712112, -2.332162], [0.382253, -0.630335, -2.863042], [3.574657, 1.322480, -3.603212], [2.846515, -0.333011, -3.482007], [3.725331, 0.362462, -2.099676], [1.191935, -1.382755, -2.954526], [-0.038522, -0.585204, -3.866431], [-0.297072, -1.027211, -2.129200], [-1.818964, 7.604960, -5.880653], [-1.642526, 6.512935, -5.576948], [-1.454370, 5.239376, -4.947583], [-0.244091, 5.070033, -4.229986], [-0.093171, 3.938288, -3.499123], [-1.253518, 3.097699, -3.318606], [-2.426502, 3.368972, -4.054162], [-2.519560, 4.383884, -4.946507], [-1.393237, 2.115550, -2.333408], [-2.595808, 1.667183, -1.810407], [-2.274959, 0.732290, -0.775881], [-0.954264, 0.630780, -0.559515], [-0.289581, 1.502801, -1.545727], [0.400662, 5.962387, -4.112462], [0.804120, 3.642173, -2.983761], [-3.220418, 2.642729, -3.923787], [-3.414429, 4.641469, -5.509430], [-3.491487, 2.178373, -2.078936], [-3.000151, 0.191576, -0.160588], [0.249811, 2.259979, -1.003443]], "forces_ev_per_angstrom": [[-0.83, -0.69, 0.46], [-0.19, -0.08, -0.35], [0.01, -0.20, -0.49], [-0.02, 1.14, 0.63], [2.38, -0.49, -1.33], [-1.57, -0.09, 0.15], [-0.35, 0.92, -0.20], [-0.06, -0.84, 1.06], [0.17, 0.37, 0.32], [-0.21, -0.66, -1.68], [-0.99, -0.72, -0.71], [1.01, 0.89, 1.49], [0.63, -1.27, -0.84], [2.02, 1.22, 2.06], [-1.23, -0.15, -0.72], [0.85, -3.04, -0.58], [-1.38, 0.43, -1.18], [1.31, -1.90, -0.82], [-0.20, 1.84, 1.13], [0.21, -0.29, 1.07], [0.35, 0.50, 0.15], [0.65, -1.11, -0.08], [-0.83, 1.33, 1.31], [0.34, 0.22, 0.47], [-0.30, 1.37, 0.38], [0.23, 0.18, 0.74], [-0.12, 0.13, 0.34], [-0.54, 0.58, -0.69], [-0.21, -0.26, -0.34], [-0.13, 0.75, 0.53], [-1.17, 0.55, -0.35], [-0.18, 0.66, -0.04], [-0.23, -0.05, -0.74], [-0.46, -0.42, -0.19], [1.09, -1.12, -0.65], [-0.60, 0.75, 0.57], [0.46, -0.41, -0.62], [-0.69, -0.09, 0.48], [1.16, -0.08, -0.21], [0.29, -0.31, -0.14], [-0.14, 0.36, 0.00], [0.14, -0.08, -0.08], [-0.13, 0.53, 0.30], [-0.49, 0.01, -0.15], [-0.74, -0.39, -0.07], [-0.09, 0.79, -0.72], [0.16, -0.44, 0.77], [1.31, 2.41, -1.00], [-0.82, 0.83, -0.14], [-0.67, -1.72, 0.85], [-0.17, -1.01, 1.51], [-0.58, -1.58, 0.11], [-0.27, -0.06, 0.46], [2.03, 1.53, -1.48], [-0.09, -2.65, 2.23], [-1.54, 2.33, -2.02], [0.26, 0.22, -0.74], [0.54, -0.74, -0.05], [0.00, -0.98, -0.50], [0.25, 0.33, 0.23], [-0.08, 0.23, -0.21], [0.18, -0.32, 0.09], [-0.50, -0.25, 0.21], [0.30, 0.33, -0.19], [0.49, 0.78, 0.22]]}

***

(3)
{"formula": "C5H8N2O", "method": "the ωB97M-V functional and the def2-TZVPD basis", "e_tot_ev": -10338.69407, "smiles": "C1=NN2OCC[C@H]2C1", "lumo_energy_ha": 0.0334, "e_above_lowest_kj_mol": 389.0, "homo_lumo_gap_ev": 10.09, "max_force_ha_per_bohr": 0.058, "species": ["C", "N", "N", "O", "C", "C", "C", "C", "H", "H", "H", "H", "H", "H", "H", "H"], "coordinates": [[-1.301957, -0.548988, -1.333456], [-0.399376, 0.228749, -1.796605], [0.879631, -0.050189, -1.034914], [1.556144, 1.035943, -0.587145], [0.707559, 1.605214, 0.426767], [0.312529, 0.423968, 1.313801], [0.411216, -0.771602, 0.278713], [-0.784488, -1.452541, -0.274800], [-2.287921, -0.640735, -1.871307], [-0.059201, 2.099779, -0.106852], [1.305573, 2.462260, 0.858680], [1.072565, 0.336724, 2.137125], [-0.733176, 0.607743, 1.769117], [1.244388, -1.353430, 0.658793], [-1.668897, -1.769013, 0.438264], [-0.254590, -2.213884, -0.876181]], "forces_ev_per_angstrom": [[0.50, 0.72, -1.21], [0.91, 0.53, 1.08], [-1.69, -2.35, 0.39], [-0.22, 0.96, -0.17], [1.95, 1.28, 0.46], [-1.12, 0.60, 0.40], [0.83, 2.86, 0.06], [-2.02, -1.49, 1.23], [1.14, 0.16, 0.79], [-1.47, 0.18, -0.30], [-0.47, -1.26, 0.07], [-0.89, -0.19, -0.75], [1.63, -0.52, -0.69], [-0.23, -0.66, -0.56], [2.22, 0.05, -1.30], [-1.06, -0.86, 0.49]]}